Record 1
Computed, not measured: a molecular structure, C42H45BiN3O6PS3Te at a distorted geometry, with the ωB97M-V functional and the def2-TZVPD basis.

LUMO energy, hartree: -0.015
HOMO level, eV: -6.5
Total charge: 0
HOMO-LUMO gap, eV: 6.119

XYZ file:
```
102
C42H45BiN3O6PS3Te | the Open Molecules 2025 dataset | the ωB97M-V functional and the def2-TZVPD basis
Bi -0.237 -0.384 -0.317
C -2.085 -2.235 3.909
C -1.622 -1.286 2.988
N -1.655 -1.464 1.687
C -2.101 -2.646 1.196
C -2.528 -3.693 2.053
C -2.545 -3.435 3.439
C -2.908 -4.938 1.510
C -2.829 -5.135 0.161
C -2.454 -4.096 -0.704
C -2.161 -2.828 -0.232
N -1.912 -1.710 -0.987
C -2.506 -1.317 -2.151
C -3.225 -2.075 -3.063
C -3.864 -1.486 -4.162
C -3.822 -0.136 -4.377
C -3.119 0.688 -3.475
C -3.083 2.093 -3.584
C -2.426 2.829 -2.635
C -1.744 2.170 -1.613
N -1.726 0.857 -1.512
C -2.430 0.096 -2.392
H -2.072 -2.009 4.966
H -1.219 -0.346 3.353
H -2.918 -4.197 4.111
H -3.237 -5.726 2.174
H -3.074 -6.099 -0.265
H -2.369 -4.307 -1.758
H -3.313 -3.141 -2.941
H -4.405 -2.126 -4.846
H -4.329 0.312 -5.221
H -3.604 2.569 -4.406
H -2.419 3.909 -2.661
H -1.217 2.727 -0.861
O -0.823 1.600 1.337
C 0.130 2.678 1.398
C 1.105 2.600 0.153
O 1.944 3.475 0.027
O 0.919 1.627 -0.658
C 0.869 2.634 2.734
C 2.233 2.868 2.861
C 2.841 2.806 4.106
C 2.096 2.530 5.240
C 0.731 2.316 5.125
C 0.119 2.384 3.883
C -0.619 4.010 1.347
C 0.088 5.204 1.471
C -0.579 6.418 1.453
C -1.960 6.456 1.316
C -2.668 5.273 1.194
C -2.004 4.053 1.223
H -0.630 1.011 2.078
H 2.817 3.097 1.982
H 3.908 2.977 4.183
H 2.572 2.488 6.211
H 0.140 2.106 6.007
H -0.956 2.258 3.819
H 1.162 5.175 1.568
H -0.014 7.334 1.560
H -2.482 7.404 1.312
H -3.745 5.290 1.087
H -2.569 3.134 1.156
C 3.645 -3.965 0.767
C 2.264 -4.579 0.940
S 1.041 -3.493 1.726
C 1.789 -3.182 3.362
C 2.585 -1.869 3.538
S 2.159 -0.551 2.344
C 3.740 -0.136 1.553
C 4.535 -1.302 0.980
S 3.606 -2.383 -0.170
H 4.275 -4.656 0.206
H 4.109 -3.783 1.736
H 2.328 -5.498 1.526
H 1.814 -4.802 -0.028
H 2.416 -4.043 3.596
H 0.933 -3.178 4.035
H 3.656 -2.034 3.443
H 2.388 -1.460 4.528
H 4.354 0.411 2.271
H 3.447 0.543 0.748
H 4.937 -1.942 1.764
H 5.367 -0.891 0.408
C 1.333 3.260 -3.922
C 0.977 2.011 -4.707
O 0.390 1.003 -3.868
P 1.342 -0.180 -3.305
O 0.362 -0.958 -2.392
Te 3.526 0.329 -2.672
O 1.513 -1.139 -4.589
C 0.370 -1.793 -5.151
C 0.269 -3.225 -4.659
H 1.814 3.990 -4.573
H 2.016 3.018 -3.108
H 0.438 3.705 -3.489
H 1.866 1.605 -5.199
H 0.230 2.242 -5.471
H 0.511 -1.760 -6.233
H -0.542 -1.246 -4.892
H 1.174 -3.775 -4.912
H -0.592 -3.716 -5.114
H 0.150 -3.222 -3.576
```

---

Record 2
Computed, not measured: a molecular structure, C42H45F3FeN3OPSTe at a distorted geometry, with the ωB97M-V functional and the def2-TZVPD basis.

LUMO energy (spin up / spin down), hartree: 0.005 / -0.048
HOMO level (spin up / spin down), eV: -7.0 / -7.0
⟨S²⟩: 6.07
Total charge: 0
HOMO-LUMO gap (spin up / spin down), eV: 7.150 / 5.644
Spin multiplicity: 5

XYZ file:
```
98
C42H45F3FeN3OPSTe | the Open Molecules 2025 dataset | the ωB97M-V functional and the def2-TZVPD basis
Fe -0.885 1.313 -2.058
F -5.328 0.853 -4.311
C -4.956 2.066 -4.744
F -6.095 2.741 -4.981
F -4.384 1.889 -5.947
C -4.062 2.778 -3.774
C -4.397 4.015 -3.253
C -3.524 4.629 -2.358
C -2.377 3.959 -1.986
N -2.065 2.753 -2.450
C -2.867 2.157 -3.366
S -2.253 0.663 -3.882
H -5.321 4.488 -3.540
H -3.740 5.604 -1.956
H -1.675 4.385 -1.282
C 0.354 -1.399 -3.852
C 0.628 -1.154 -2.382
O 1.360 -1.997 -1.768
N 0.068 -0.179 -1.759
Te 0.196 -1.632 0.474
C 0.009 -3.264 1.921
C 0.123 -4.585 1.495
C 0.476 -4.956 0.087
C -0.101 -5.616 2.401
C -0.470 -5.365 3.710
C -0.747 -6.481 4.671
C -0.606 -4.042 4.109
C -0.375 -2.991 3.236
C -0.542 -1.584 3.721
C 1.947 -0.827 1.397
C 1.922 0.441 1.975
C 0.700 1.303 2.009
C 3.082 0.944 2.555
C 4.268 0.229 2.559
C 5.518 0.794 3.166
C 4.271 -1.034 1.980
C 3.129 -1.575 1.408
C 3.177 -2.946 0.817
H 0.999 -2.194 -4.212
H 0.501 -0.491 -4.426
H -0.690 -1.686 -3.961
H 0.609 -4.071 -0.535
H -0.317 -5.567 -0.341
H 1.394 -5.541 0.066
H 0.006 -6.637 2.062
H -0.424 -7.437 4.266
H -1.817 -6.538 4.869
H -0.239 -6.314 5.620
H -0.908 -3.831 5.126
H -1.095 -1.565 4.657
H -1.083 -0.991 2.982
H 0.433 -1.125 3.889
H -0.163 0.764 1.617
H 0.856 2.203 1.413
H 0.483 1.614 3.030
H 3.052 1.926 3.009
H 5.371 1.825 3.481
H 6.340 0.763 2.450
H 5.819 0.211 4.037
H 5.184 -1.616 1.981
H 4.203 -3.283 0.696
H 2.683 -2.954 -0.153
H 2.664 -3.650 1.471
C 2.256 1.581 -3.829
P 0.888 2.404 -2.920
C 0.571 3.775 -4.114
C 1.849 3.217 -1.601
C 2.807 2.481 -0.908
C 3.518 3.055 0.128
C 3.262 4.364 0.506
C 2.291 5.094 -0.161
C 1.589 4.525 -1.208
H 2.541 0.664 -3.319
H 3.116 2.250 -3.897
H 1.906 1.336 -4.831
H 1.492 4.313 -4.341
H -0.175 4.464 -3.725
H 0.171 3.333 -5.028
H 3.000 1.454 -1.180
H 4.272 2.478 0.640
H 3.825 4.822 1.306
H 2.078 6.111 0.136
H 0.848 5.111 -1.731
C -1.880 1.485 -0.125
C -2.685 0.442 0.364
C -3.518 0.635 1.497
C -4.245 -0.398 2.024
C -4.239 -1.662 1.414
C -3.494 -1.859 0.241
C -2.723 -0.839 -0.255
C -5.015 -2.689 1.972
N -5.671 -3.504 2.448
H -0.817 1.331 -0.398
H -2.049 2.461 0.319
H -3.528 1.602 1.980
H -4.832 -0.258 2.921
H -3.543 -2.812 -0.268
H -2.190 -0.960 -1.192
```